Molecular formula: C4H9NO2
Method: DFT, the ωB97M-V functional and the def2-TZVPD basis

Net charge ... 0
Frontier orbital gap ... 5.1 eV
Lowest unoccupied orbital energy ... -0.142 Eh

The geometry in XYZ format:
```
16
Properties=species:S:1:pos:R:3:forces:R:3
O -0.094 2.116 0.925 0.463 -0.781 -0.091
C 0.610 1.164 1.489 -0.879 2.981 0.782
C 0.285 -0.224 0.730 0.376 -3.084 -2.872
C -1.163 -0.576 0.774 -1.187 0.386 1.171
N 0.782 0.019 -0.602 -1.029 1.877 0.796
C 0.507 -1.064 -1.542 -1.387 -1.926 -0.282
O -0.829 -1.209 -1.733 0.144 0.728 0.012
H 0.233 0.994 2.513 0.346 -0.605 0.017
H 1.689 1.320 1.435 0.254 -0.401 -0.004
H -1.399 -1.157 -0.143 0.707 0.118 -1.334
H -1.822 0.293 0.780 0.173 0.031 -0.154
H -1.587 -1.308 1.467 0.709 0.288 0.852
H 0.311 0.871 -0.940 0.370 0.077 0.040
H 0.834 -2.022 -1.106 1.032 0.318 -0.249
H 0.955 -0.797 -2.510 0.309 -0.100 0.243
H 0.955 -1.054 0.990 -0.402 0.093 1.074
```
Forces are in eV/Å.

Mulliken atomic charge list, values in e, 8 entries: -0.537 -0.399 0.060 -0.925 -0.272 -0.330 -0.546 0.314



Molecular formula: C17H21BFeN6O3S
Method: DFT, the ωB97M-V functional and the def2-TZVPD basis

Net charge ... 0
2S+1 ... 5
⟨S²⟩ ... 6.06
Frontier orbital gap (alpha / beta) ... 7.5 / 6.5 eV
Lowest unoccupied orbital energy (alpha / beta) ... -0.018 / -0.055 Eh

The geometry in XYZ format:
```
50
Properties=species:S:1:pos:R:3:forces:R:3
H -1.892 0.321 1.787 0.050 -0.122 0.060
N -1.369 -0.633 -0.021 -2.594 -0.614 0.252
B -1.399 -1.634 -2.376 0.179 1.704 0.837
N -2.138 -1.102 -1.099 0.783 0.516 0.689
C -3.426 -0.817 -0.876 -0.228 -0.778 -0.288
Fe 0.610 -1.006 -0.115 -2.262 8.921 1.399
H -4.189 -1.117 -1.608 0.498 0.326 0.432
C -3.553 -0.262 0.377 -0.236 0.581 0.857
H -4.455 0.091 0.879 0.360 -0.239 -0.361
C -2.256 -0.160 0.897 0.521 -0.336 -1.789
H -2.149 -2.015 -3.232 0.222 -0.056 0.151
C 2.327 -0.680 0.365 3.104 -0.100 3.969
H 2.507 -0.783 1.513 0.237 0.284 -2.186
H 2.591 0.359 0.102 -0.314 -0.344 -0.188
H 2.873 -1.498 -0.153 -0.095 0.655 0.133
N -0.439 -2.723 -1.853 1.077 -1.750 0.624
N -0.492 -0.438 -2.813 0.242 0.589 0.353
N 0.480 -2.491 -0.852 -0.797 -7.267 -3.879
N 0.401 0.118 -1.896 0.121 -0.076 -1.535
C -0.377 -4.008 -2.158 1.847 -0.929 1.693
C -0.552 0.341 -3.911 1.105 0.287 0.496
H -1.006 -4.450 -2.880 -0.568 -0.200 -0.699
H -1.206 0.090 -4.730 -0.048 -0.004 0.021
C 0.618 -4.664 -1.336 -1.514 4.259 -0.342
C 0.379 1.377 -3.772 -0.351 -0.790 0.731
C 1.127 -3.633 -0.525 -2.542 -1.292 -3.003
C 0.954 1.192 -2.496 -1.346 -0.790 -0.473
H 0.888 -5.643 -1.351 0.648 -2.535 -0.067
H 0.590 2.174 -4.451 0.000 0.138 -0.199
H 1.862 -3.698 0.205 1.092 0.243 1.178
H 1.643 1.823 -1.970 0.226 0.051 0.251
H 0.574 -1.291 1.323 0.245 0.026 0.954
C 1.511 5.389 6.045 0.022 0.158 0.199
C 1.257 4.765 4.704 0.082 -0.249 -0.295
C 2.275 4.737 3.744 -0.198 -0.002 0.034
C 2.070 4.159 2.494 -0.500 0.039 0.218
C 0.819 3.606 2.211 -0.012 -0.003 0.031
C -0.209 3.601 3.160 0.459 0.431 -0.020
C 0.017 4.188 4.399 0.209 0.074 -0.009
S 0.537 2.703 0.689 0.286 1.450 1.157
O -0.461 3.438 -0.074 0.429 -0.631 0.006
O 1.874 2.631 0.087 -0.523 -0.525 -0.316
O 0.055 1.453 1.287 0.175 -0.999 -0.917
H 2.345 4.909 6.573 -0.160 0.037 -0.125
H 1.769 6.449 5.935 -0.054 -0.123 0.057
H 0.622 5.319 6.677 0.117 0.038 -0.010
H 3.245 5.174 3.986 -0.173 -0.073 -0.040
H 2.859 4.126 1.746 -0.214 -0.037 0.142
H -1.175 3.157 2.928 0.244 0.033 -0.023
H -0.771 4.192 5.154 0.147 0.022 -0.162
```
Forces are in eV/Å.

Mulliken atomic charge list, values in e, 8 entries: 0.551 0.160 0.112 0.179 0.053 -0.090 0.413 -1.208



Molecular formula: C2H7FNOP
Method: DFT, the ωB97M-V functional and the def2-TZVPD basis

Net charge ... 0
Frontier orbital gap ... 10.5 eV
Lowest unoccupied orbital energy ... 0.036 Eh
SMILES string ... NP(O)F.C=C

The geometry in XYZ format:
```
13
Properties=species:S:1:pos:R:3:forces:R:3
N 2.717 0.703 0.744 1.002 3.472 4.384
P 1.200 0.228 0.550 -1.578 -1.770 -0.085
O 1.015 0.326 -1.084 -0.488 0.388 -0.003
F 1.542 -1.400 0.542 -0.578 0.713 -0.016
H 3.383 0.593 0.071 2.217 -0.463 -2.139
H 3.049 1.374 1.560 -1.371 -2.106 -2.541
H 0.078 0.467 -1.345 0.893 -0.169 0.485
C -1.880 -0.952 -0.246 -0.940 -2.149 2.291
C -2.456 0.211 -0.087 1.135 -0.056 -3.327
H -1.425 -1.407 -1.099 -0.291 0.122 -0.811
H -2.042 -1.647 0.598 1.117 0.272 -0.201
H -2.568 0.776 -0.978 0.037 1.065 -0.715
H -2.614 0.726 0.773 -1.156 0.679 2.677
```
Forces are in eV/Å.

Mulliken atomic charge list, values in e, 8 entries: -0.350 0.366 -0.478 -0.333 0.207 0.269 0.317 -0.672



Molecular formula: C4H8N2O
Method: DFT, the ωB97M-V functional and the def2-TZVPD basis

Net charge ... 0
Frontier orbital gap ... 10.6 eV
Lowest unoccupied orbital energy ... 0.037 Eh
SMILES string ... NC(=O)CN1CC1

The geometry in XYZ format:
```
15
Properties=species:S:1:pos:R:3:forces:R:3
N 1.842 0.051 -1.244 -0.025 0.155 -0.212
C 1.659 -0.663 -0.119 1.008 -0.619 0.228
O 2.354 -1.622 0.220 -0.512 0.853 -0.464
C 0.520 -0.220 0.763 0.363 -1.696 0.874
N -0.433 0.640 0.105 -0.065 -0.341 0.144
C -1.725 0.795 0.747 -0.206 0.068 0.204
C -1.593 -0.002 -0.498 -0.160 -0.150 -0.193
H 2.576 -0.199 -1.884 0.008 -0.008 0.050
H 1.245 0.843 -1.423 0.054 -0.083 -0.014
H 0.263 -1.272 1.169 -0.822 1.574 -0.466
H 0.941 0.284 1.636 0.059 0.183 -0.134
H -1.904 0.244 1.670 0.091 0.097 -0.176
H -2.149 1.796 0.719 0.080 -0.181 -0.023
H -1.678 -1.086 -0.410 0.071 0.215 -0.001
H -1.918 0.412 -1.450 0.056 -0.067 0.184
```
Forces are in eV/Å.

Mulliken atomic charge list, values in e, 8 entries: -0.325 0.315 -0.650 -0.214 -0.338 -0.301 -0.508 0.219



Calculated ΔE to the lowest compared entry with this formula, charge and spin in order - 793.3 133.1 181.2 174.0 kJ/mol